Entry 1:
C9H12AsBiCl3N2OS4 as an isolated structure. Source: the OMol25 dataset; level of theory: wB97M-V/def2-TZVPD.

Calculated values
DFT total energy: -162148.09339 eV
2S+1: 1
HOMO-LUMO gap: 7.2 eV
Total charge: -1

The geometry in XYZ format:
```
33
C9H12AsBiCl3N2OS4 | the OMol25 dataset | wB97M-V/def2-TZVPD
Bi 0.7741 1.1729 1.1335
As -0.7741 2.1709 3.8814
Cl -4.1190 3.3112 -4.2400
Cl -2.9493 -0.6994 -0.8329
Cl 0.9205 2.7175 -2.4130
S -1.2475 0.4740 2.4826
S -0.2977 3.4965 0.7213
S -1.2895 3.8905 2.5062
S 1.4108 2.0775 3.6171
O -0.1979 0.4223 -0.9526
N 0.1086 -2.2727 0.2046
N 1.7129 -1.2284 2.4259
C -1.0712 1.0589 -1.6655
C 2.3280 -3.0874 0.9097
C 2.7982 -2.0794 1.9513
C -2.9551 2.4514 -3.2589
C 1.4923 -2.4794 -0.2168
C -3.3609 1.3579 -2.5173
C -0.7337 2.1807 -2.4560
C -1.6375 2.8721 -3.2359
C -2.4301 0.6854 -1.7482
H -0.4478 -3.1043 0.0553
H 3.2135 -3.5794 0.4959
H -4.3900 1.0287 -2.5331
H -1.3181 3.7307 -3.8085
H 1.9077 -1.5072 -0.4981
H 0.8171 -1.7018 2.4329
H 3.2942 -2.6215 2.7669
H 3.5628 -1.4383 1.4952
H 1.5732 -3.1145 -1.1090
H 1.7318 -3.8679 1.3952
H 1.8904 -0.8073 3.3293
H -0.3167 -1.5104 -0.3185
```

=====

Entry 2:
C15H17ClN4O as an isolated structure. Source: the OMol25 dataset; level of theory: wB97M-V/def2-TZVPD.

Calculated values
DFT total energy: -36346.17202 eV
2S+1: 1
HOMO-LUMO gap: 4.2 eV

The geometry in XYZ format:
```
38
C15H17ClN4O | the OMol25 dataset | wB97M-V/def2-TZVPD
Cl 5.7870 -2.0902 -1.4431
O -5.1747 1.9480 1.4306
N 0.3019 0.0689 1.8659
N -0.9419 0.6380 2.0823
N -0.4232 1.3922 -0.0846
N 1.8104 0.1780 -0.0415
C -4.1441 1.3689 0.9612
C 3.7019 1.2530 -1.3376
C 0.6271 0.5567 0.5199
C 7.5509 0.9561 -0.7408
C -3.4108 -1.2918 1.4142
C 4.7256 0.1038 -0.8250
C -4.5984 -0.6470 -0.9295
C -2.7954 2.2696 0.7790
C 6.2727 0.6177 -0.8625
C -3.7890 -3.2838 -0.4832
C -4.0604 -0.1706 0.4980
C 2.1804 0.6413 -1.4169
C -3.2786 -2.8159 0.9489
C -1.4409 1.4289 0.9657
C -4.4675 -2.1502 -1.3806
H -2.8026 -3.5545 1.6966
H 4.5619 -0.8806 -1.4827
H 8.6550 0.8976 -0.3924
H 3.6692 2.0896 -0.5449
H 3.9948 1.7122 -2.3565
H 1.5202 1.5114 -1.8121
H 2.0980 -0.2443 -2.1449
H -3.0037 -1.0257 2.4667
H -5.0853 0.0872 -1.6785
H -1.4522 0.5132 2.9687
H 2.3954 -0.4365 0.5622
H -2.8095 3.1577 1.5128
H -4.8720 -2.4561 -2.4120
H -2.8039 2.6595 -0.3080
H -3.6775 -4.3645 -0.8471
H 4.4912 -0.1117 0.2993
H 0.8238 -0.5257 2.5265
```

=====

Entry 3:
An isolated ion of composition C4H9N2O and charge +1. Source: the OMol25 dataset; level of theory: wB97M-V/def2-TZVPD.

Calculated values
SMILES string: CC(C)=N[N+](C)=O
DFT total energy: -9310.46265 eV
2S+1: 1
HOMO-LUMO gap: 9.6 eV
Total charge: +1

The geometry in XYZ format:
```
16
C4H9N2O | the OMol25 dataset | wB97M-V/def2-TZVPD
O 1.2489 -1.6073 0.8847
N -0.1055 -0.4213 -0.3074
N 0.2174 -1.4833 0.2778
C -0.7703 -2.4595 -0.0456
C 0.3995 1.3658 1.2519
C 0.1423 0.8263 -0.0929
C 0.1617 1.7262 -1.3094
H 1.1124 0.6157 1.6713
H -1.4531 -2.0771 -0.9390
H 1.0818 2.2719 -1.4685
H 0.9385 2.2996 1.1710
H -1.3363 -2.8012 0.8913
H -0.5214 1.3261 1.8589
H -0.2810 -3.3843 -0.3658
H -0.1700 1.2045 -2.1922
H -0.6650 2.5981 -1.2862
```

=====

Entry 4:
A 3-piece molecular cluster, C3H9NO4 overall. Source: the OMol25 dataset; level of theory: wB97M-V/def2-TZVPD.

Calculated values
SMILES string: O=CCNC=O.O.O
DFT total energy: -12936.79266 eV
2S+1: 1
HOMO-LUMO gap: 11.1 eV

The geometry in XYZ format:
```
17
C3H9NO4 | the OMol25 dataset | wB97M-V/def2-TZVPD
O 1.2109 -2.0356 -0.3490
O -2.5648 0.3747 -1.7540
O 0.4423 2.6314 1.7576
O 2.6026 0.6286 0.5797
N -1.0017 -1.5682 -0.5779
C -2.0034 0.6095 -0.7231
C 0.0944 -2.3579 -0.7015
C -0.7860 -0.1565 -0.2783
H 2.0805 0.4228 -0.2092
H -0.1317 -3.3408 -1.1374
H 1.1373 2.5983 1.0896
H 2.6737 -0.2524 0.9720
H -0.6632 -0.0014 0.8016
H -1.7529 -1.7822 -1.2242
H -2.3635 1.3737 -0.0068
H 0.0896 0.1628 -0.8200
H 0.9360 2.6931 2.5810
```

=====

Entry 5:
C25H26O3S as an isolated structure. Source: the OMol25 dataset; level of theory: wB97M-V/def2-TZVPD.

Calculated values
DFT total energy: -43321.67028 eV
2S+1: 1
HOMO-LUMO gap: 8.4 eV

The geometry in XYZ format:
```
55
C25H26O3S | the OMol25 dataset | wB97M-V/def2-TZVPD
S -3.6252 -4.4000 -2.6165
O -5.3215 -2.9443 0.4848
O -4.4814 -5.6412 -2.6036
O -3.7848 -4.5886 0.3886
C 0.2139 -3.8001 1.2219
C -4.3180 -3.6250 -0.1271
C -5.2418 -2.8770 -6.1067
C -3.9437 -3.3235 -4.1051
C -3.5292 1.3344 1.9748
C 0.6502 -3.9785 -1.1204
C -4.4096 0.8843 1.0045
C -3.9326 -3.0280 -1.4948
C -4.1117 -0.2284 0.2382
C 1.0430 -4.2383 0.1934
C -0.5135 -3.2909 -1.4216
C -3.6723 -1.2577 -5.3097
C -2.4356 -1.8590 -0.7790
C -3.8469 2.4206 2.9429
C -6.8661 -2.8912 2.3667
C -0.9548 -3.0916 0.9564
C -2.2597 0.7719 2.0370
C -5.4663 -3.2436 1.9647
C 2.3605 -4.9212 0.4143
C -1.3103 -2.7609 -0.3850
C -3.2683 -2.1241 -4.3042
C -4.6522 -1.6203 -6.2240
C -1.9249 -0.3182 1.2386
C -4.9059 -3.7145 -5.0385
C -2.8409 -0.8515 0.2782
H -5.4113 -4.6622 -4.9015
H -3.5022 3.3802 2.5596
H -4.9283 -0.9809 -7.0563
H -1.6044 -2.8263 1.7909
H -2.3421 -1.4565 -1.8497
H -0.8574 -3.2460 -2.4704
H 0.5182 -3.9695 2.2448
H -1.5464 1.1619 2.7620
H -4.7239 -2.3791 -1.9013
H 3.0884 -4.5827 -0.3316
H -5.9591 -3.2250 -6.8366
H 2.7937 -4.6826 1.3878
H -4.8640 -0.6185 -0.4469
H -0.9474 -0.7826 1.4083
H -2.4013 -1.8564 -3.6985
H -5.3341 1.4350 0.8770
H -6.7873 -2.6857 3.4205
H -4.6718 -2.6749 2.5248
H 2.2604 -6.0062 0.2902
H -4.9197 2.5593 3.1068
H -3.2870 2.2977 3.8786
H -5.2714 -4.3279 2.1094
H 1.2728 -4.3167 -1.9421
H -3.1891 -0.2954 -5.4183
H -7.4489 -3.7957 2.3178
H -7.3455 -2.0672 1.8434
```

=====

Entry 6:
C50H41BrCl5KN6O5 as an isolated structure. Source: the OMol25 dataset; level of theory: wB97M-V/def2-TZVPD.

Calculated values
DFT total energy: -220678.72900 eV
2S+1: 1
HOMO-LUMO gap: 6.8 eV
Total charge: -2

The geometry in XYZ format:
```
109
C50H41BrCl5KN6O5 | the OMol25 dataset | wB97M-V/def2-TZVPD
Br 3.5403 -2.7494 2.2240
K 0.1315 -0.3470 2.2204
Cl -0.9014 -5.9037 4.8967
Cl 1.0598 -7.5719 0.1337
Cl -0.7244 -2.9211 3.9078
Cl 1.2519 -4.5947 -0.8392
Cl -0.0041 -8.2244 3.0006
O -0.2813 0.2665 4.3757
O 1.5654 1.1626 0.8745
O 2.4364 3.2334 1.0289
O 0.1138 1.7020 -1.1777
O 0.4898 0.8464 6.4221
N 2.3774 -1.1717 -0.6636
N -2.7894 -1.8954 -3.8243
N 2.1458 -1.0215 3.8837
N -1.4975 -1.2944 -1.6965
N -1.9322 1.4019 1.6592
N -2.7207 -1.2168 1.6341
C 4.1545 3.7438 -2.8636
C -0.2692 -4.2288 2.8128
C 0.5689 -4.9402 0.7745
C 3.0320 0.0444 5.8308
C 4.4301 -1.3827 4.5268
C -0.3359 -5.5370 3.2908
C 0.0646 -6.5788 2.4531
C -2.4150 3.7316 1.9462
C -3.6468 -0.2706 1.8950
C -5.3443 -1.9384 2.2174
C 4.0850 -2.0779 -3.7952
C -1.7571 -2.7342 -1.7241
C 0.7013 5.1988 -0.2008
C 1.9848 -0.2224 4.9560
C -0.7116 -0.9216 -2.8757
C -3.7374 3.4589 2.1540
C -0.0222 6.3845 -0.2933
C -3.0860 -2.4798 1.6826
C 0.2752 4.0549 -0.8758
C -5.5511 1.7657 2.3904
C 4.2657 -0.5347 5.6093
C 4.0343 2.9620 -4.0077
C 1.0401 2.7195 -0.8735
C 2.0130 2.0094 -3.1093
C 3.2525 -1.1590 -1.7073
C -1.6073 5.3191 -1.7360
C 3.1630 -2.0888 -2.7596
C -4.1821 2.1239 2.1404
C 1.7423 2.3627 0.4969
C -1.4838 -1.3157 -4.1677
C 4.3007 -0.2225 -1.7462
C -3.2309 1.1253 1.8887
C 3.3310 -1.5770 3.7085
C 2.9593 2.0940 -4.1251
C -5.9351 0.4744 2.4134
C -4.3954 -2.8940 1.9798
C 5.2134 -0.2276 -2.7856
C -0.8877 4.1351 -1.6438
C 2.1209 2.7963 -1.9681
C 0.5373 -6.2769 1.1752
C -1.5439 2.6560 1.7073
C -3.5416 -0.9185 -3.0263
C 3.2049 3.6663 -1.8545
C 5.1225 -1.1511 -3.8249
C -4.9868 -0.5799 2.1766
C -2.7659 -0.5688 -1.7227
C 0.1515 -3.8777 1.5419
C 0.5837 0.3620 5.2808
C -2.5639 -3.0954 -3.0061
C -1.1768 6.4546 -1.0610
H -6.3701 -2.2096 2.4438
H 4.9983 4.4167 -2.7537
H -1.6573 -0.4486 -4.8108
H 3.3113 4.2628 -0.9573
H 3.9891 -2.8064 -4.5931
H -4.6299 -3.9503 2.0230
H 2.3448 -0.3946 -0.0121
H -0.4871 2.8409 1.5565
H 1.1868 1.3174 -3.1891
H -6.9662 0.2054 2.6148
H -2.3060 -3.2066 1.4696
H 6.0046 0.5139 -2.7911
H 0.3200 7.2592 0.2494
H 2.3675 -2.8274 -2.7408
H -1.2329 3.2464 -2.1565
H -4.5204 -1.3506 -2.8019
H -0.9325 -2.0571 -4.7518
H -3.3347 -0.8473 -0.8346
H -2.0298 4.7433 1.9546
H 5.0948 -0.3479 6.2824
H 5.3667 -1.8765 4.3145
H 2.8655 1.4558 -4.9968
H -0.5269 0.1510 -2.8246
H 5.8429 -1.1497 -4.6335
H -6.2671 2.5603 2.5706
H 1.5865 5.1381 0.4167
H -1.7344 7.3817 -1.1341
H -4.4510 4.2543 2.3400
H 0.3320 0.9893 -0.5451
H -2.0290 -3.8258 -3.6182
H -3.5402 -3.5211 -2.7594
H 2.8315 0.6960 6.6687
H -3.7038 -0.0327 -3.6466
H 0.2569 -1.4265 -2.8204
H -2.5122 5.3516 -2.3330
H -2.5461 0.5004 -1.6535
H 4.3767 0.5140 -0.9518
H -2.3044 -3.0007 -0.8193
H 4.7828 3.0172 -4.7902
H -0.8002 -3.2574 -1.6891
H 1.6078 -1.8231 -0.6516
```